[1]
ORCA calculation (the ωB97M-V functional and the def2-TZVPD basis) on a molecular structure, C32H23I2N4O3Pd.

Each line ends with the Löwdin charge.
Cartesian coordinates (Å):
Pd -0.04966 -0.28918 -0.18918  1.0915
C 3.52435 1.06918 1.90983  0.0285
O 3.61320 -0.34738 1.49952  0.0998
C 2.49263 -0.62442 0.90283  -0.2838
N 1.58410 0.29416 0.86064  0.0161
C 2.04543 1.44954 1.63548  -0.2215
C 1.81653 2.75473 0.91991  -0.2090
C 1.86139 2.83595 -0.46792  -0.0538
C 1.65157 4.05380 -1.10122  -0.0644
C 1.39481 5.19441 -0.35265  -0.0584
C 1.36081 5.11973 1.03567  -0.0540
C 1.56966 3.90410 1.66998  -0.0301
C 2.19242 -1.95939 0.31306  -0.1084
C 2.96586 -3.10558 0.27097  0.0815
C 2.41557 -4.23815 -0.32448  0.0427
C 1.13171 -4.21552 -0.86579  0.0826
C 0.42030 -3.03124 -0.79442  -0.1180
N 0.96168 -1.96211 -0.21144  0.0138
C -0.93663 -2.70206 -1.28418  -0.2902
N -1.32908 -1.47153 -1.23751  0.0219
C -2.71179 -1.39649 -1.73461  -0.2176
C -3.06044 -2.89560 -1.91508  0.0265
O -1.77457 -3.59285 -1.72093  0.1033
C -3.58669 -0.59047 -0.81221  -0.2083
C -3.45324 -0.69225 0.56865  -0.0475
C -4.25932 0.06925 1.40339  -0.0661
C -5.20273 0.93547 0.86317  -0.0603
C -5.34642 1.03073 -0.51691  -0.0550
C -4.53892 0.27138 -1.35170  -0.0254
H 4.23365 1.62076 1.29624  0.1500
H 3.80404 1.10718 2.95766  0.1476
H 1.47027 1.45434 2.56596  0.1497
H 2.09435 1.95548 -1.06008  0.1123
H 1.71899 4.11753 -2.17966  0.1161
H 1.25839 6.14772 -0.84560  0.1174
H 1.19510 6.01238 1.62378  0.1183
H 1.55258 3.85287 2.75289  0.1218
H 3.96246 -3.11215 0.69066  0.1488
H 2.99503 -5.15078 -0.36834  0.1431
H 0.69703 -5.09113 -1.32855  0.1490
H -2.68678 -0.89983 -2.70890  0.1508
H -3.40932 -3.15146 -2.91010  0.1485
H -3.73969 -3.27705 -1.15513  0.1499
H -2.73071 -1.37550 1.00667  0.1193
H -4.16956 -0.03708 2.47677  0.1194
H -5.85364 1.50323 1.51562  0.1184
H -6.10586 1.67383 -0.94256  0.1188
H -4.66022 0.34210 -2.42655  0.1258
I -1.95528 2.85908 4.31285  1.2447
C -2.22684 3.14063 2.32356  -0.6110
C -2.95144 4.18365 1.81678  -0.1954
C -3.10987 4.37437 0.43043  -0.5793
I -4.26985 5.93590 -0.15065  1.3126
C -2.46969 3.50442 -0.54369  -0.1837
C -2.52277 3.69676 -1.92847  0.0211
C -1.84772 2.81670 -2.75083  0.0266
C -1.15013 1.76207 -2.18145  -0.0684
N -1.10062 1.55774 -0.86242  0.0645
C -1.73847 2.41378 -0.06829  -0.1294
C -1.63326 2.13922 1.39638  -0.3759
O -1.09646 1.13186 1.77889  0.0491
H -3.42007 4.89074 2.48855  0.1016
H -3.07584 4.52238 -2.35650  0.0930
H -1.85405 2.94073 -3.82447  0.1385
H -0.60238 1.06028 -2.79855  0.1303

* max |F|: 0.0214 Eh/bohr
* E: -2400.3203 Ha
* lowest unoccupied orbital energy: -11.681 eV
* charge: +3
* ΔE to the lowest compared entry with this formula, charge and spin: 0.0 kJ/mol
* frontier orbital gap: 5.13 eV

---

[2]
ORCA calculation (the ωB97M-V functional and the def2-TZVPD basis) on a molecular structure, C32H23N5S2V.

Each line ends with the Löwdin charge.
Cartesian coordinates (Å):
V -0.43138 0.40071 0.10069  0.8664
C -1.25750 0.57850 4.38551  -0.0308
C -2.13657 -0.49268 4.48601  -0.0258
C -2.49896 -1.18262 3.34595  0.0148
C -1.97843 -0.80922 2.10405  -0.2088
N -1.08937 0.20586 2.04159  -0.0117
C -0.75525 0.88181 3.13835  -0.1151
C -2.42160 -1.40352 0.81762  -0.2202
C -3.40483 -2.39657 0.79148  -0.0385
C -3.86648 -2.88712 -0.41773  -0.0813
C -3.35994 -2.38277 -1.60719  -0.0767
C -2.37718 -1.40501 -1.58306  -0.0930
C -1.88257 -0.90681 -0.38584  -0.1907
H -0.96344 1.15783 5.24706  0.1148
H -2.54368 -0.77950 5.44504  0.1193
H -3.19209 -2.00468 3.41707  0.1090
H -0.05706 1.69844 2.99397  0.0989
H -3.83041 -2.79115 1.70264  0.1020
H -4.63177 -3.64957 -0.43244  0.1071
H -3.73312 -2.75374 -2.55277  0.1077
H -1.98627 -1.02885 -2.52311  0.1040
S 0.12502 4.07539 -2.51382  1.0559
C 1.47501 3.06230 -2.80844  -0.4026
C 1.40824 1.89542 -2.10487  -0.2195
C 0.24642 1.78321 -1.28848  -0.2520
C -0.52887 2.91087 -1.42634  -0.5263
C -1.79167 3.03174 -0.72894  -0.2681
C -2.65270 4.12535 -0.81400  -0.0075
C -3.85164 4.09111 -0.12890  -0.0387
C -4.16908 2.96521 0.61998  -0.0389
C -3.25987 1.92528 0.66095  -0.0956
N -2.09552 1.95176 0.01703  0.0516
H 2.24216 3.37807 -3.49518  0.0682
H 2.17618 1.13725 -2.18592  0.0934
H -2.37851 4.97949 -1.41641  0.1065
H -4.53504 4.92669 -0.18284  0.1167
H -5.10114 2.88724 1.15852  0.1100
H -3.47895 1.02555 1.22149  0.1114
N 3.60986 -1.18455 0.07432  0.1475
C 4.23692 0.06417 -0.13097  -0.2485
C 5.42241 0.15628 -0.84198  -0.0084
C 5.98016 1.40538 -1.06626  -0.0596
C 5.34114 2.55408 -0.62368  -0.0631
C 4.13778 2.46414 0.05992  -0.0752
C 3.60540 1.21438 0.33054  -0.4506
S 2.15638 0.95654 1.30145  1.0390
N 1.46521 -0.34387 0.40837  -0.3148
C 2.25495 -1.30365 0.05219  -0.3197
C 1.64740 -2.55783 -0.43621  -0.2057
C 2.26704 -3.35125 -1.39621  0.0007
C 1.59911 -4.48668 -1.83130  -0.0391
C 0.34984 -4.76651 -1.30979  -0.0224
C -0.19136 -3.89835 -0.36643  -0.0996
N 0.44094 -2.82283 0.07255  0.1375
H 4.14820 -2.00383 -0.15881  0.1458
H 5.90641 -0.73666 -1.21488  0.1190
H 6.91422 1.47974 -1.60411  0.1132
H 5.77773 3.52310 -0.81574  0.1127
H 3.61819 3.35223 0.39015  0.1188
H 3.21749 -3.08040 -1.83413  0.1145
H 2.04377 -5.12829 -2.57844  0.1171
H -0.20503 -5.63554 -1.62856  0.1142
H -1.17630 -4.07112 0.04930  0.1109

* max |F|: 0.0240 Eh/bohr
* E: -3247.2252 Ha
* lowest unoccupied orbital energy (spin up / spin down): -2.915 / -3.057 eV
* charge: +1
* 2S+1: 3
* ΔE to the lowest compared entry with this formula, charge and spin: 0.0 kJ/mol
* expectation value of S²: 2.03
* frontier orbital gap (spin up / spin down): 7.43 / 7.38 eV

---

[3]
ORCA calculation (the ωB97M-V functional and the def2-TZVPD basis) on a molecular structure, C32H24ClN3O5SW.

Each line ends with the Löwdin charge.
Cartesian coordinates (Å):
W 0.80113 0.60069 0.64510  2.0350
O 0.59753 2.11830 1.71860  -0.1947
C 0.67721 2.66088 2.94645  -0.2490
C 0.13164 3.92305 3.18301  0.0473
C 0.19508 4.39045 4.49724  -0.0045
C 0.83321 3.70221 5.55476  -0.0019
C 1.32556 2.41186 5.26565  0.0239
C 1.28548 1.87675 3.95100  -0.1183
C 1.78124 0.55651 3.67196  0.0489
N 1.62702 -0.00704 2.49780  -0.1284
N 2.25685 -1.23581 2.47481  0.1301
C 2.66288 -1.44731 1.28133  -0.3153
O 2.32489 -0.50675 0.32943  -0.1982
C 3.26923 -2.67567 0.81530  -0.1569
C 3.58044 -2.79553 -0.53335  -0.0167
C 4.09518 -3.97279 -0.99701  -0.0538
C 4.24758 -5.02301 -0.12274  -0.0509
C 3.95758 -4.92469 1.21927  -0.0403
C 3.44321 -3.73571 1.70615  0.0032
H -0.33889 4.46073 2.39593  0.1255
H -0.23513 5.34452 4.75497  0.1233
H 0.95742 4.15694 6.52694  0.1234
H 1.73903 1.81673 6.06805  0.1265
H 2.29138 -0.01729 4.40545  0.1501
H 3.42032 -1.98911 -1.19805  0.0989
H 4.43634 -4.07741 -2.00841  0.1171
H 4.64840 -5.95000 -0.57006  0.1328
H 4.09673 -5.74404 1.92089  0.1244
H 3.15031 -3.64097 2.73527  0.1180
S -2.85012 -2.14445 1.15993  1.1498
C -2.65699 -1.21533 2.58860  -0.3522
C -1.57939 -0.40501 2.53802  -0.1671
C -0.81318 -0.55743 1.31649  -0.2864
C -1.44568 -1.46028 0.43473  -0.4471
C -0.89833 -1.58753 -0.91229  -0.2394
C -1.32856 -2.46245 -1.89654  0.0200
C -0.66650 -2.51058 -3.10533  -0.0133
C 0.44502 -1.68640 -3.30063  -0.0075
C 0.82474 -0.82786 -2.26334  -0.0893
N 0.17408 -0.77525 -1.09803  -0.0080
H -3.37681 -1.27877 3.37721  0.0873
H -1.25677 0.27852 3.34434  0.1181
H -2.18364 -3.09739 -1.68416  0.1324
H -0.94556 -3.20991 -3.91655  0.1467
H 0.97423 -1.66361 -4.24254  0.1269
H 1.66655 -0.16277 -2.43176  0.1296
C -4.03246 2.52539 -1.38224  -0.0099
C -3.41570 1.69488 -2.47164  -0.1886
C -4.02649 0.51406 -2.87951  -0.0552
C -3.52725 -0.34042 -3.84354  -0.6629
Cl -4.38289 -1.75242 -4.36374  0.7079
C -2.30922 -0.00575 -4.43339  -0.1131
C -1.68926 1.17911 -4.09093  0.0000
C -2.23830 2.03082 -3.14321  -0.2331
O -1.60754 3.23104 -2.86324  -0.0023
C -0.32528 3.16803 -2.33748  -0.0817
C -0.12385 2.27836 -1.12750  -0.4677
O 1.14454 1.87866 -0.90707  -0.1483
O -0.95451 1.73449 -0.40546  0.0334
H -4.91093 2.00341 -1.03820  0.0770
H -4.38441 3.48657 -1.81988  0.1105
H -3.31463 2.76510 -0.58493  0.0764
H -4.96364 0.25024 -2.41637  0.1158
H -1.91639 -0.60588 -5.19771  0.0953
H -0.77320 1.45099 -4.61463  0.1331
H -0.00796 4.17311 -2.05027  0.1643
H 0.41739 2.83024 -3.07295  0.1488

* max |F|: 0.0503 Eh/bohr
* E: -2699.2722 Ha
* lowest unoccupied orbital energy: -8.482 eV
* charge: +2
* frontier orbital gap: 4.86 eV